Computed, not measured: C6H30BeO10 as an isolated structure in a non-equilibrium geometry, with the ωB97M-V functional and the def2-TZVPD basis.

Output
Total charge: 0
Electronic energy, Eh: -1013.75823
HOMO, eV: -9.250

XYZ file:
```
47
Properties=species:S:1:pos:R:3:forces:R:3:mulliken_charge:R:1
Be 6.5200 -11.8290 15.5970 1.21 -3.34 3.38 -0.004
C 9.6020 -14.3160 16.4120 0.85 -3.06 -0.23 -1.453
C 8.7720 -13.0850 16.6130 -0.05 0.63 0.30 1.296
C 9.6240 -11.9000 16.2230 2.32 2.46 1.81 -1.395
O 7.6350 -13.0280 15.8620 -3.93 1.61 -2.81 -0.403
H 10.4640 -14.1690 17.0650 0.23 -0.13 -0.08 0.413
H 10.0200 -14.4520 15.3580 -0.76 0.44 1.24 0.308
H 9.2180 -15.3880 16.7380 0.09 2.40 -0.65 0.278
H 8.4060 -13.0320 17.6770 0.96 0.12 -0.44 -0.051
H 10.6440 -11.7980 16.7810 -1.89 -0.25 -0.49 0.314
H 9.1030 -10.9240 16.3470 0.04 -0.49 0.65 0.152
H 9.9470 -11.7260 15.2120 -0.17 -1.23 -0.99 0.363
C 5.5270 -13.3880 18.5970 -1.43 0.81 -0.39 0.106
C 5.0280 -12.2830 19.5040 2.04 1.69 -0.20 1.090
C 6.0900 -11.6700 20.4470 0.58 -3.47 1.34 -1.932
O 4.6520 -11.1500 18.7420 -0.11 -0.32 -1.95 -0.867
H 6.2070 -12.9430 17.9130 0.28 0.30 -0.99 -0.655
H 4.6630 -13.8530 18.1050 0.37 0.16 -0.32 -0.380
H 6.0970 -14.1600 18.9870 0.86 -1.59 1.56 0.604
H 4.1240 -12.5580 19.9780 -0.62 -0.90 1.39 0.716
H 7.0190 -11.3910 19.9410 -0.25 0.05 -0.28 0.212
H 6.4150 -12.3940 21.2910 -0.49 0.96 -1.23 0.328
H 5.6440 -10.8420 20.9100 -0.34 1.21 0.70 0.573
O 4.3340 -16.4660 16.9870 -0.40 -0.54 0.21 -0.617
H 5.0490 -15.9660 16.6170 0.62 0.42 -0.23 0.300
H 3.5570 -15.9090 16.9210 -0.24 0.14 0.11 0.323
O 4.8210 -8.7340 20.0000 -0.05 0.65 0.75 -0.694
H 5.2430 -8.2120 19.3350 0.39 0.86 -0.54 0.284
H 4.8870 -9.6070 19.6160 -0.45 -1.07 -0.35 0.199
O 4.8480 -12.6240 15.4970 1.96 1.49 -0.54 -0.396
H 4.7000 -13.4300 15.0250 0.12 -0.83 -0.49 0.323
H 4.0420 -12.4180 15.9950 -0.85 0.45 0.93 0.406
O 2.2230 -14.1590 18.9990 -0.38 -0.79 0.41 -0.670
H 3.0300 -14.5250 19.3900 -0.21 0.53 -0.41 0.338
H 2.3860 -13.4000 18.4300 0.35 0.09 -0.02 0.268
O 6.4630 -10.8140 16.9170 2.11 0.81 -2.55 -0.152
H 7.1730 -10.2490 17.2920 -0.53 -0.58 -0.60 0.338
H 5.7670 -10.8780 17.5890 -2.52 -0.32 2.23 0.295
O 2.3860 -10.4640 20.2140 -0.34 -0.85 -0.01 -0.674
H 1.6760 -11.0330 20.5630 0.49 0.28 -0.26 0.261
H 3.0300 -11.0680 19.7800 -0.45 0.85 0.28 0.346
O 4.1610 -8.5900 16.9390 -0.70 -0.43 -0.16 -0.610
H 3.8380 -9.2280 16.2870 0.33 0.25 -0.07 0.263
H 3.4520 -8.6490 17.6010 0.44 0.23 0.31 0.344
O 2.7330 -11.9780 17.2470 0.27 -0.37 -1.15 -0.887
H 2.3330 -11.1750 16.8920 -0.17 -0.13 0.38 0.280
H 3.4920 -11.6830 17.8560 0.43 0.81 0.41 0.518
```
Forces are in eV/Å.

***

Computed, not measured: a 9-piece molecular cluster, C6H30O12 overall in a non-equilibrium geometry, with the ωB97M-V functional and the def2-TZVPD basis.

Output
Total charge: 0
Relative energy (zero: lowest compared OMol25 entry of this formula, charge and spin), kcal per mole: 118.2
Electronic energy, Eh: -1149.30897
SMILES: OCCO.OCCO.OCCO.O.O.O.O.O.O
HOMO, eV: -9.664

XYZ file:
```
48
Properties=species:S:1:pos:R:3:forces:R:3:mulliken_charge:R:1
O -3.1131 0.3826 2.5226 0.07 0.11 -0.01 -0.635
H -2.4571 -0.1695 2.0756 -0.29 -0.10 0.04 0.330
H -3.9577 0.0437 2.2120 0.05 -0.02 0.04 0.299
O 0.6610 0.9153 -0.0288 -1.36 -0.06 -0.20 -0.418
H 1.2659 0.2853 0.3880 -0.04 0.58 -0.01 0.182
H -0.1846 0.7956 0.4280 -0.03 0.45 -0.35 0.228
O -0.9959 3.6266 -2.2336 0.23 -0.01 -0.08 -0.648
H -0.9054 2.8387 -1.6858 -0.13 0.24 0.15 0.329
H -0.2542 4.1881 -1.9789 -0.06 -0.09 -0.03 0.322
O -2.1958 1.3422 -0.6527 0.13 -0.35 -0.05 -0.643
H -1.7568 0.9136 -1.4001 -0.16 0.04 0.02 0.314
H -2.9563 0.7776 -0.4617 0.05 0.17 0.05 0.274
O 2.4294 2.2555 -1.8300 -1.68 4.31 2.22 -0.697
H 2.0229 2.0064 -2.6669 -1.15 2.23 1.04 0.473
H 1.7671 2.0218 -1.1556 -0.12 0.22 -0.02 0.340
O 2.6651 0.2839 1.1356 1.53 -0.77 0.61 -0.534
H 3.2552 -0.4808 1.1006 0.07 0.08 0.00 0.304
H 3.2054 0.9929 1.5102 -0.27 0.05 -0.07 0.234
C -1.7899 -1.9912 -0.2735 -0.05 -1.79 0.43 0.696
C -2.2737 -2.7935 -1.4860 0.18 1.41 0.64 -0.751
O -2.5683 -4.1284 -1.1519 0.12 -0.22 -0.06 -0.528
O -2.7863 -1.8246 0.7235 -0.41 0.73 -0.01 -0.496
H -1.3759 -1.0231 -0.5323 -0.04 0.06 -0.11 -0.442
H -1.0205 -2.6262 0.1856 0.38 0.32 -0.13 0.166
H -1.4574 -2.6712 -2.1940 -0.18 -0.28 -0.57 0.337
H -3.1998 -2.3268 -1.8311 0.09 -0.06 -0.39 0.372
H -1.8345 -4.6790 -1.4405 -0.09 -0.07 0.13 0.335
H -3.4584 -2.5101 0.6563 0.20 -0.21 -0.07 0.275
C -0.7634 0.9310 4.4857 0.10 -0.42 -1.14 -0.660
C 0.2702 0.6941 3.3872 0.47 -0.41 -0.61 0.888
O 0.9559 -0.5727 3.4345 -0.12 0.26 0.16 -0.602
O -1.4916 2.0873 4.0928 -0.38 -0.23 0.33 -0.557
H -0.2561 1.0614 5.4406 -0.22 0.19 0.10 0.349
H -1.4352 0.0707 4.5168 0.10 -0.09 0.32 0.300
H 0.9981 1.5139 3.3990 -0.08 0.04 0.02 0.232
H -0.1991 0.6928 2.3958 -0.46 0.55 0.36 -0.709
H 1.3946 -0.6092 2.5698 0.06 -0.12 0.58 0.378
H -2.2834 1.7508 3.6231 0.54 0.29 0.20 0.374
C 2.1103 -0.8414 -2.1633 -0.39 -1.04 0.17 0.465
C 3.0678 0.2716 -2.5323 1.02 -2.24 -0.95 -0.546
O 4.1238 -0.1339 -3.4080 -0.25 -0.45 -0.26 -0.571
O 1.1142 -1.1945 -3.1516 0.45 0.76 -0.04 -0.531
H 1.5993 -0.5876 -1.2349 -0.24 0.06 -0.55 -0.306
H 2.6016 -1.7999 -1.9700 0.76 0.29 0.20 0.341
H 3.5390 0.6303 -1.6169 0.19 -0.46 -0.46 0.282
H 2.5416 1.1269 -2.9668 1.53 -3.79 -1.55 0.226
H 3.7418 -0.1735 -4.2920 0.29 0.00 -0.03 0.352
H 1.6403 -1.3633 -3.9442 -0.40 -0.15 -0.06 0.277
```
Forces are in eV/Å.

***

Computed, not measured: a 10-piece molecular cluster, C6H31NO10 overall in a non-equilibrium geometry, with the ωB97M-V functional and the def2-TZVPD basis.

Output
Total charge: 0
Relative energy (zero: lowest compared OMol25 entry of this formula, charge and spin), kcal per mole: 0.0
Electronic energy, Eh: -1054.39728
SMILES: CCCNC(=O)CC.O.O.O.O.O.O.O.O.O
HOMO, eV: -10.281

XYZ file:
```
48
Properties=species:S:1:pos:R:3:forces:R:3:mulliken_charge:R:1
C 0.9391 -0.4805 1.6764 -0.23 -0.91 -0.35 -0.644
C 2.3970 -0.6338 1.1658 -0.23 -0.57 1.03 -1.303
C -0.0841 -0.1917 0.5902 -0.15 1.06 1.56 -0.002
N -0.7841 -1.1420 -0.0078 0.67 -0.57 -0.12 0.494
C -0.5126 -2.5697 0.0725 1.08 -0.90 -0.32 -0.632
C 0.1149 -3.0836 -1.2550 -0.80 -0.41 0.06 -0.335
C 1.5999 -3.3831 -1.1177 -0.18 0.46 -0.46 -1.163
O -0.3683 1.0299 0.3717 0.67 -1.21 -0.65 -0.547
H 0.6812 -1.3988 2.2086 -0.09 0.11 -0.19 0.326
H 0.8714 0.2985 2.4258 -0.03 0.31 -0.26 0.530
H 2.6070 -0.3512 0.1433 -0.04 0.51 -0.08 0.258
H 2.7078 -1.6780 1.2654 -0.10 0.06 -0.15 0.324
H 2.9882 -0.1001 1.9060 0.45 0.26 -0.50 0.355
H -1.1859 -0.8769 -0.9060 -0.47 0.10 0.13 0.384
H -1.3503 -3.1625 0.4350 -0.61 0.41 -0.60 0.343
H 0.1961 -2.8301 0.8579 0.17 0.68 0.05 0.403
H -0.0715 -2.3895 -2.0779 0.19 0.29 0.25 0.159
H -0.4208 -3.9694 -1.6103 0.08 -0.20 0.34 0.403
H 1.9587 -3.7686 -2.0749 0.23 -0.16 0.24 0.428
H 2.1362 -2.4562 -0.9180 0.14 -0.01 0.01 0.120
H 1.8106 -4.0702 -0.2989 -0.02 -0.17 -0.13 0.325
H -2.1698 -2.7857 2.8828 0.31 -0.08 0.07 0.319
H -1.4341 -1.4694 2.9734 0.26 -0.08 0.14 0.304
O -1.2733 -2.4280 2.9633 -0.69 0.27 0.04 -0.642
H -2.4086 1.1262 1.6971 0.12 -0.08 -0.13 0.464
H -2.5327 0.9850 0.1679 0.21 -0.10 0.14 0.376
O -3.0124 1.2685 0.9515 -0.60 0.29 0.06 -0.800
H -2.4732 0.6745 3.8907 0.11 0.36 0.21 0.266
H -1.1925 1.5724 3.6085 0.01 0.11 -0.09 0.252
O -1.6111 0.7116 3.4668 -0.15 -0.57 -0.28 -0.609
H 0.0733 1.5092 -1.0491 -0.44 0.18 -1.10 0.385
H 0.0262 2.6361 -2.1462 -0.05 -0.19 0.01 0.233
O 0.0596 1.6739 -2.0581 0.21 0.27 0.80 -0.745
H 1.7960 1.0734 -4.5665 -0.17 0.08 0.15 0.264
H 1.2129 0.8396 -3.1099 0.55 0.16 -0.77 0.433
O 1.9453 0.6104 -3.7381 -0.35 -0.23 0.48 -0.647
H -2.3871 3.7505 -0.9441 0.09 0.35 -0.27 0.290
H -2.3273 3.0723 0.3614 0.48 0.19 0.19 0.382
O -1.8368 3.7478 -0.1556 -0.55 -0.52 0.06 -0.632
H 3.4765 1.2886 -2.2968 -0.37 -0.15 -0.43 0.317
H 4.4876 0.3389 -2.9579 -0.35 0.15 0.03 0.304
O 4.3976 1.0369 -2.3017 0.86 0.00 0.42 -0.643
H 0.1041 2.1477 1.5000 -0.24 -0.19 0.61 0.308
H 0.5598 3.4052 2.2087 -0.11 0.02 0.39 0.284
O 0.1965 2.5335 2.4073 0.28 0.53 -0.47 -0.660
H -1.1158 0.4463 -2.6212 0.02 0.04 -0.17 0.399
H -1.7093 -0.6705 -3.5469 0.00 -0.04 -0.37 0.277
O -1.5799 -0.4119 -2.6391 -0.16 0.13 0.43 -0.705
```
Forces are in eV/Å.

***

Computed, not measured: a 10-piece molecular cluster, C6H31NO10 overall in a non-equilibrium geometry, with the ωB97M-V functional and the def2-TZVPD basis.

Output
Total charge: +1
Relative energy (zero: lowest compared OMol25 entry of this formula, charge and spin), kcal per mole: 0.0
Electronic energy, Eh: -1054.11220
Spin multiplicity: 2
HOMO (alpha / beta), eV: -13.648 / -14.028
Expectation value of S²: 0.76

XYZ file:
```
48
Properties=species:S:1:pos:R:3:forces:R:3:mulliken_spin:R:1
C 1.8554 -0.6241 -1.0887 0.21 -0.06 0.08 0.033
C 2.9367 -0.1247 -0.1311 -0.12 0.05 -0.19 -0.001
C 0.4711 -0.7264 -0.4478 0.64 -0.11 -0.25 -0.020
N -0.1380 0.6015 -0.3013 -1.65 -1.17 1.43 0.241
C -2.0433 2.0458 -0.3816 -0.51 0.27 0.48 0.027
C -1.4817 0.7223 0.0198 1.18 1.17 -1.31 0.236
C -2.3185 -0.1871 0.6394 -0.22 -1.84 0.89 0.330
O -1.9286 -1.3235 1.2154 -0.01 0.88 -0.86 0.077
H 1.8292 -0.0121 -1.9947 -0.18 0.18 0.01 -0.002
H 2.1354 -1.6170 -1.4507 -0.09 -0.03 0.13 -0.001
H 2.7088 0.8462 0.3155 -0.03 -0.05 -0.04 0.000
H 3.8814 -0.0364 -0.6643 0.08 -0.01 0.09 0.000
H 3.0697 -0.8410 0.6791 0.06 0.01 0.07 0.000
H -0.1457 -1.3797 -1.0591 -0.41 0.21 -0.05 -0.014
H 0.5729 -1.2216 0.5144 0.03 -0.05 0.13 0.016
H 0.3847 1.2407 0.3406 0.37 0.43 -0.40 0.004
H -1.3463 2.8384 -0.1008 0.03 0.05 -0.18 0.010
H -3.0050 2.2592 0.0870 0.11 -0.06 0.08 -0.009
H -2.2214 2.0660 -1.4637 0.29 -0.02 0.11 0.023
H -2.3445 -3.3152 -3.3415 -0.19 0.10 -0.33 0.000
H -3.3623 0.0370 0.8446 0.04 0.47 -0.34 -0.005
H -0.4104 -0.1065 -3.2268 0.05 0.30 0.29 0.003
H -0.1222 -0.6004 -4.6123 0.07 -0.14 -0.41 0.000
O -0.8165 -0.5834 -3.9507 -0.03 -0.07 0.22 0.000
H -0.1997 -4.8774 2.0396 0.14 0.04 -0.06 0.000
H 0.1502 -3.4098 1.8220 0.21 0.61 0.58 0.000
O 0.1086 -4.2476 1.3741 -0.29 -0.61 -0.37 0.000
H -1.8215 -3.4173 -1.1440 -0.36 0.23 0.31 0.000
H -1.2425 -2.1910 -3.1804 -0.53 -0.84 -0.17 0.001
O -1.5401 -3.0869 -2.8773 0.62 0.64 0.45 0.000
H 0.9482 5.0770 0.5456 -0.02 0.22 -0.01 0.000
H 1.6219 4.0875 -0.4544 0.01 0.31 0.22 0.000
O 1.5668 4.3471 0.4907 -0.04 -0.39 -0.06 0.000
H 0.5519 2.2233 2.6460 0.16 -0.26 -0.04 0.000
H 1.2990 2.8913 1.4725 0.18 -0.48 0.20 -0.001
O 1.1230 2.0005 1.8827 -0.44 0.74 -0.52 0.006
H 1.1275 2.6399 -1.9835 0.49 0.30 -0.15 0.004
H 2.6386 3.0041 -2.0826 -0.08 -0.04 -0.09 0.000
O 1.7516 3.3847 -2.0539 -0.37 -0.44 0.08 0.000
H -0.0658 0.6701 3.7618 -0.37 0.39 0.68 -0.001
H -0.9704 1.3633 4.8224 0.05 0.06 0.03 0.000
O -0.3181 1.5465 4.1407 0.13 -0.47 -0.46 0.001
H -0.5791 -1.0361 2.3644 0.33 0.04 0.25 0.005
H 0.8531 -0.4329 2.3850 -0.01 -0.09 0.15 -0.001
O 0.2136 -0.9235 2.9242 0.04 0.00 -0.31 0.002
H -1.2734 -3.9304 0.2186 -0.52 0.14 0.01 0.000
H -2.0491 -2.1748 0.6241 0.00 -0.74 -0.38 0.020
O -2.0555 -3.4654 -0.1786 0.92 0.17 -0.02 0.013
```
Forces are in eV/Å.